This record from OMol25 describes 11 unconnected molecules or ions with the total composition C40H105N3O13. The level of theory is the ωB97M-V functional and the def2-TZVPD basis.

Output
**ΔE to the lowest compared entry with this formula, charge and spin**: 343.3 kJ/mol
**Molar mass**: 836.29 g/mol

Cartesian coordinates (Å):
H -1.577 7.680 0.900
C 3.541 -1.805 4.546
H -4.707 0.415 -3.735
H 4.734 3.988 -0.466
O 0.529 -1.618 0.810
O -2.090 -4.806 -3.672
H -4.803 0.453 1.213
H -0.215 -3.390 -0.028
C -3.422 6.664 0.152
C -4.259 2.038 2.560
H -0.147 6.745 -3.481
H -3.294 -2.039 -4.585
H -3.462 -5.788 1.629
H 1.942 -0.857 5.658
O -2.699 -0.073 -5.054
H 4.890 2.764 1.830
H 2.644 -4.572 -2.528
C 2.319 4.234 -1.677
O 4.543 -1.337 -1.006
H -4.238 6.129 0.638
H -3.534 1.449 0.550
H -3.108 -6.451 -1.127
H -0.606 1.738 -2.643
H -5.318 2.251 4.363
H 1.894 -6.368 -0.879
C -2.963 -5.527 -3.008
H -1.290 -2.462 1.122
H 2.653 -2.148 -1.286
C -2.554 -1.158 -2.931
H -1.320 6.565 -2.116
C 0.754 1.175 -4.816
H -4.670 -4.435 -3.793
H 1.369 4.497 4.061
C -1.416 5.525 1.190
C 1.283 -5.866 -3.469
O 0.753 -3.824 -2.543
H 2.701 0.186 4.470
H 1.341 1.412 -5.704
N 4.748 1.349 0.259
H -2.696 -0.224 -2.386
H -1.929 4.612 1.490
H 3.163 -0.099 -2.945
H 0.111 -5.671 2.424
H 0.296 3.187 -3.999
C -4.770 -0.647 -3.974
C -0.590 -5.948 3.211
O 2.910 3.164 -0.948
H 4.377 5.155 6.022
H -5.089 -5.351 -2.365
H -0.741 -5.106 3.886
H -5.136 -1.228 -3.128
C 5.484 -0.948 -0.001
C 3.330 -1.887 -0.472
H -4.927 3.882 2.473
H -0.811 1.924 0.871
H -2.978 -1.801 -2.160
H 2.974 -3.183 2.966
C -2.204 2.782 -3.079
H -1.495 -6.651 -1.820
H 1.449 -5.455 -4.465
H 3.055 4.841 -2.204
H -0.838 2.654 -5.249
H -3.148 0.380 1.897
H 2.128 2.212 5.642
H 1.885 -6.774 -3.415
H 5.795 -1.867 0.495
H -2.381 4.540 -1.738
H 3.246 2.149 1.529
C -0.238 2.326 -4.400
O -1.171 4.939 -3.339
H -0.109 -4.185 -2.761
H -2.291 0.564 -4.463
H 1.161 2.327 -1.052
C 2.331 4.083 3.758
H 0.172 5.803 -2.027
H 0.825 2.338 1.480
H 0.253 0.230 -5.021
H 1.779 4.850 -0.957
H 1.859 -4.781 -0.259
H -2.743 3.052 -3.987
H 3.152 2.733 6.867
C -0.274 -2.758 0.859
H -1.527 -1.488 -3.085
H 2.801 -1.214 0.203
H 0.007 -3.384 1.706
C 2.663 -2.226 3.385
C -4.282 -4.791 -2.839
H -1.054 5.206 0.212
O 4.748 -1.451 4.028
H 2.267 3.059 3.390
H 1.051 1.069 -1.962
C 2.454 -0.172 -3.769
H -2.685 -7.935 1.209
H 3.761 -2.599 5.259
O 3.596 5.149 5.464
H 1.569 3.852 -2.370
C 0.708 0.673 -0.018
H -1.988 -5.074 -1.092
H -0.122 -6.729 3.811
H -2.971 2.307 -2.468
H 1.654 3.661 6.534
H 6.263 -0.627 -0.694
C -3.918 1.030 1.480
H 3.518 -2.830 0.043
C 4.183 2.451 1.062
C 1.611 -4.883 -2.374
H -0.964 -7.365 0.973
C -1.923 -6.428 2.604
H -1.392 -8.447 2.326
H 0.257 -6.228 -3.397
H -2.433 -4.649 -4.555
H 2.963 -0.310 -4.723
C 3.147 3.908 4.991
H -2.569 -6.678 3.445
C -0.595 6.063 -2.757
H -1.099 -0.466 -0.071
C 5.069 0.137 1.013
N -1.168 1.765 -3.482
H 4.181 1.078 -0.532
C 1.344 -5.431 -0.966
H -5.005 0.557 4.064
C -1.635 4.022 -2.340
O -4.783 3.145 1.874
H -0.008 -1.087 -1.137
H -3.324 2.425 2.964
H -5.470 -0.891 -4.773
H 3.499 -0.135 6.007
N 0.569 1.522 -1.199
H 0.274 -5.584 -0.830
H -0.509 5.678 1.775
H -4.135 -3.814 -2.377
H 4.336 -0.228 1.733
O -2.606 -5.432 1.877
H 2.546 -1.455 2.623
H 1.733 -0.978 -3.630
C -2.208 6.838 1.181
C -3.338 -1.011 -4.224
H 5.964 0.341 1.601
C -1.746 -7.644 1.680
H -2.018 7.404 3.002
H -3.114 -6.500 -3.476
C -2.309 -5.943 -1.666
H 5.318 -1.159 4.743
H 3.386 4.396 0.632
H -0.794 3.753 -1.700
H -3.890 7.645 0.073
C -5.291 1.492 3.581
C 2.499 3.133 6.091
C 0.157 1.530 1.181
C 2.899 -0.584 5.215
H 2.764 4.794 3.055
H 1.663 -2.455 3.752
H -6.287 1.266 3.200
C 3.871 3.597 0.072
H -3.135 6.309 -0.837
H 4.034 3.344 4.701
O 1.720 1.032 -3.747
O -2.703 6.949 2.506
H 1.783 0.542 0.100
H 0.083 0.990 2.125
C -0.037 -0.707 -0.115

Löwdin atomic charge list, values in e, 2 entries:
1. H 0.13
2. C -0.53

This record from OMol25 describes C19H20N2O5S in the gas phase. The level of theory is the ωB97M-V functional and the def2-TZVPD basis.

Output
**ΔE to the lowest compared entry with this formula, charge and spin**: 123.9 kJ/mol
**Molar mass**: 388.44 g/mol

Cartesian coordinates (Å):
H -0.834 -1.189 0.957
H -4.051 0.795 -3.654
N -2.710 0.864 -1.105
O 6.959 0.195 2.242
H 0.965 0.732 -0.625
H -3.562 1.271 -1.465
C -1.285 -4.155 -3.418
S -1.498 2.032 -1.196
H -2.103 -4.566 -4.006
H 5.095 -0.236 3.820
H 2.161 0.270 1.505
N 1.343 1.095 3.933
C 1.247 0.842 1.507
O -0.600 1.773 -2.285
C -0.500 2.000 2.704
H 3.424 1.956 2.470
C -2.525 -0.593 -3.064
C -2.169 -1.819 -3.599
C 4.828 0.543 3.122
H -1.005 -4.877 -2.655
C -1.870 -1.264 0.630
O -2.175 3.295 -1.141
C -3.037 0.509 -3.940
C 0.578 1.080 0.319
C -1.686 -2.849 -2.801
H -1.237 -3.432 -0.795
H -2.260 -1.976 -4.665
C -1.591 -2.637 -1.436
C -1.947 -1.424 -0.860
C 0.720 1.317 2.709
H 0.733 1.075 4.742
C 3.652 1.167 3.175
C 5.825 0.887 2.088
H -2.313 -2.132 1.116
H -0.913 2.355 3.636
H 7.604 0.440 1.560
C 2.662 0.878 4.239
C -0.618 1.769 0.333
H -0.436 -4.009 -4.086
H -2.099 2.766 1.485
C -1.165 2.228 1.516
H -3.050 0.194 -4.980
O 5.658 1.684 1.201
C -2.399 -0.397 -1.685
H -2.396 1.385 -3.846
O 2.977 0.530 5.356
H -2.399 -0.369 0.945

Löwdin atomic charge list, values in e, 2 entries:
1. H 0.08
2. H 0.09

> The lowest molar mass belongs to which entry?

C19H20N2O5S

> What is the molar mass in the first record?

836.29 g/mol

> Which value of ΔE to the lowest compared entry with this formula, charge and spin does entry 1 give?

343.3 kJ/mol

Copy entry 2 word for word.
This record from OMol25 describes C19H20N2O5S in the gas phase. The level of theory is the ωB97M-V functional and the def2-TZVPD basis.

Output
**ΔE to the lowest compared entry with this formula, charge and spin**: 123.9 kJ/mol
**Molar mass**: 388.44 g/mol

Cartesian coordinates (Å):
H -0.834 -1.189 0.957
H -4.051 0.795 -3.654
N -2.710 0.864 -1.105
O 6.959 0.195 2.242
H 0.965 0.732 -0.625
H -3.562 1.271 -1.465
C -1.285 -4.155 -3.418
S -1.498 2.032 -1.196
H -2.103 -4.566 -4.006
H 5.095 -0.236 3.820
H 2.161 0.270 1.505
N 1.343 1.095 3.933
C 1.247 0.842 1.507
O -0.600 1.773 -2.285
C -0.500 2.000 2.704
H 3.424 1.956 2.470
C -2.525 -0.593 -3.064
C -2.169 -1.819 -3.599
C 4.828 0.543 3.122
H -1.005 -4.877 -2.655
C -1.870 -1.264 0.630
O -2.175 3.295 -1.141
C -3.037 0.509 -3.940
C 0.578 1.080 0.319
C -1.686 -2.849 -2.801
H -1.237 -3.432 -0.795
H -2.260 -1.976 -4.665
C -1.591 -2.637 -1.436
C -1.947 -1.424 -0.860
C 0.720 1.317 2.709
H 0.733 1.075 4.742
C 3.652 1.167 3.175
C 5.825 0.887 2.088
H -2.313 -2.132 1.116
H -0.913 2.355 3.636
H 7.604 0.440 1.560
C 2.662 0.878 4.239
C -0.618 1.769 0.333
H -0.436 -4.009 -4.086
H -2.099 2.766 1.485
C -1.165 2.228 1.516
H -3.050 0.194 -4.980
O 5.658 1.684 1.201
C -2.399 -0.397 -1.685
H -2.396 1.385 -3.846
O 2.977 0.530 5.356
H -2.399 -0.369 0.945

Löwdin atomic charge list, values in e, 2 entries:
1. H 0.08
2. H 0.09